a | The molecule C18H18N4O3S. Source: the Open Molecules 2025 dataset; level of theory: the ωB97M-V functional and the def2-TZVPD basis.

As for the SMILES: COc1ccc(OC)c(C(=O)CSc2nnc(-c3cccnc3)n2C)c1. The calculation puts the HOMO-LUMO gap at 8.39 eV. The calculation puts the HOMO energy at -8.1 eV. As for the LUMO energy: 0.245 eV.

Geometry as XYZ:
```
44
C18H18N4O3S (the ωB97M-V functional and the def2-TZVPD basis)
C -3.83922 -4.84755 -3.27070
H -3.36303 -4.66477 -4.23867
O -2.88373 -5.04288 -2.25413
C -2.01123 -4.03361 -1.99057
C -1.99178 -2.80650 -2.62985
C -1.06685 -1.81626 -2.28704
C -0.11190 -2.07570 -1.28787
C -0.13285 -3.31924 -0.65709
C -1.06643 -4.27557 -0.99184
H -1.07730 -5.23036 -0.49066
H 0.58717 -3.54833 0.11196
O 0.79781 -1.10929 -1.00430
C 1.86463 -1.39274 -0.13021
H 2.48171 -0.49486 -0.13295
H 2.45570 -2.24311 -0.48163
H 1.51140 -1.58725 0.88812
C -1.16439 -0.56659 -3.07304
O -1.67359 -0.55451 -4.17327
C -0.65661 0.72397 -2.47234
H 0.42285 0.70941 -2.32286
H -0.94317 1.55575 -3.11738
S -1.37986 1.00197 -0.82547
C 0.02275 1.59074 0.00577
N 1.20526 1.81346 -0.50608
N 1.99901 2.22960 0.48450
C 1.30286 2.28195 1.59159
N 0.01214 1.87389 1.34145
C -1.08948 1.67279 2.23708
H -1.68832 0.83639 1.87351
H -0.71421 1.44723 3.23506
H -1.72651 2.55954 2.27658
C 1.84196 2.70429 2.86828
C 1.10828 3.41789 3.81455
C 1.72560 3.78573 4.99801
C 3.05369 3.43637 5.18997
N 3.76557 2.77770 4.28940
C 3.18141 2.42562 3.16441
H 3.79038 1.89593 2.44547
H 3.57783 3.70103 6.09847
H 1.18778 4.34188 5.75017
H 0.08657 3.71029 3.62165
H -2.68875 -2.56157 -3.41558
H -4.41093 -5.77290 -3.31767
H -4.51165 -4.01704 -3.03428
```

***

b | A structure of composition C18H18N4O3S. Source: the Open Molecules 2025 dataset; level of theory: the ωB97M-V functional and the def2-TZVPD basis.

The calculation puts the HOMO-LUMO gap at 7.85 eV. The calculation puts the HOMO energy at -8.4 eV. As for the LUMO energy: -0.583 eV.

Geometry as XYZ:
```
44
C18H18N4O3S (the ωB97M-V functional and the def2-TZVPD basis)
C -0.41987 -4.48415 -4.45269
C -1.27959 -3.84066 -3.46887
N -2.46356 -4.18787 -3.40592
C -3.24612 -3.49373 -2.33751
C -4.72963 -3.70423 -2.26722
C -5.38267 -3.23909 -1.16975
C -4.85840 -2.32125 -0.15481
C -3.50911 -1.87620 -0.53022
C -2.61882 -2.44597 -1.44888
C -1.33521 -2.22219 -1.53786
C -0.36037 -2.84426 -2.60211
H 0.60498 -2.46117 -2.75489
C -0.70743 -1.16650 -0.66556
O 0.41057 -0.61277 -1.06249
O -0.90525 -1.28026 0.55170
C -0.06570 -0.57153 1.64395
C 1.22923 -0.88811 1.42043
O 1.76544 -1.99699 1.16069
N 2.29195 0.06787 1.34777
C 2.15199 1.38712 1.86888
N 0.98093 2.10306 2.10895
N 1.25895 3.26834 2.51619
C 2.36699 3.72530 2.21377
C 2.74459 5.13788 2.56465
C 3.79583 5.41772 3.26008
H 3.30235 4.83517 4.39854
H 4.44826 4.86166 3.30853
H 4.04848 6.30798 3.58417
C 3.17889 5.82238 1.25293
H 4.00506 5.25163 0.84131
H 3.45604 6.85720 1.16350
H 2.36290 5.84761 0.26737
H 1.74897 5.69140 2.72595
S 3.33777 2.65297 1.76166
H 3.19658 -0.08813 1.34428
H -0.13474 0.38097 1.22037
H -0.45359 -0.71939 2.37000
H -3.06817 -1.39562 0.45054
H -5.43828 -1.89381 0.35416
H -6.20874 -3.57449 -1.14553
H -4.99702 -4.69485 -2.80452
H 0.60791 -5.02666 -3.86432
H 0.02049 -3.57988 -5.08831
H -1.13288 -5.00651 -4.93896
```

***

Short version: a is the most stable of them.

***

a | The molecule C3H3P3. Source: the Open Molecules 2025 dataset; level of theory: the ωB97M-V functional and the def2-TZVPD basis.

As for the SMILES: [H]/P=C1/C=PC=P1. The calculation puts the HOMO-LUMO gap (spin up / spin down) at 6.47 / 6.01 eV. The calculation puts the HOMO energy (spin up / spin down) at -8.4 / -8.3 eV. As for the LUMO energy (spin up / spin down): -1.956 / -2.251 eV.

Geometry as XYZ:
```
9
C3H3P3 (the ωB97M-V functional and the def2-TZVPD basis)
C 0.89254 0.80301 -0.20539
C -1.31080 0.08410 -1.34966
C 0.45707 -0.10013 0.69821
P -0.01650 1.17380 -1.65042
P -1.16968 -0.85054 0.34980
P 1.12621 -0.70032 2.17598
H 1.96248 1.30541 -0.15321
H -2.02545 -0.16077 -2.09427
H 0.08413 -1.55457 2.22894
```

***

b | The molecule C3H3P3. Source: the Open Molecules 2025 dataset; level of theory: the ωB97M-V functional and the def2-TZVPD basis.

As for the SMILES: [H]/P=C1/C=PC=P1. The calculation puts the HOMO-LUMO gap (spin up / spin down) at 6.51 / 6.52 eV. The calculation puts the HOMO energy (spin up / spin down) at -8.5 / -8.5 eV. As for the LUMO energy (spin up / spin down): -1.987 / -1.983 eV.

Geometry as XYZ:
```
9
C3H3P3 (the ωB97M-V functional and the def2-TZVPD basis)
C -0.11490 1.28264 -0.08933
C -1.50378 -0.98464 0.05622
C 0.77566 0.22851 -0.03566
P -1.77918 0.79875 -0.02785
P 0.11248 -1.43255 -0.07167
P 2.48451 0.38091 -0.00365
H -0.00219 2.36920 0.03526
H -2.44736 -1.56211 0.17661
H 2.47476 -1.08071 -0.03994
```

***

Short version: b is the most stable of them.

***

a | A cluster of 2 separate species, C5H6 in total. Source: the Open Molecules 2025 dataset; level of theory: the ωB97M-V functional and the def2-TZVPD basis.

The calculation puts the HOMO-LUMO gap at 8.31 eV. The calculation puts the HOMO energy at -8.6 eV. As for the LUMO energy: -0.314 eV.

Geometry as XYZ:
```
11
C5H6 (the ωB97M-V functional and the def2-TZVPD basis)
C -1.54402 0.07986 -0.10999
C -2.30544 1.06857 -0.18034
C -0.85318 -1.27388 -0.24501
C -0.28760 -0.23972 0.57052
C 1.72905 0.84416 -0.11291
H -1.33108 -2.11775 0.17023
H -0.42561 -1.34270 -1.19950
H -0.21346 0.08583 1.53264
H 2.18555 0.03429 -0.46157
H 1.98502 1.40763 0.76084
H 1.06077 1.45372 -0.72491
```

***

b | The molecule C5H6. Source: the Open Molecules 2025 dataset; level of theory: the ωB97M-V functional and the def2-TZVPD basis.

The calculation puts the HOMO-LUMO gap (spin up / spin down) at 7.45 / 7.81 eV. The calculation puts the HOMO energy (spin up / spin down) at -7.6 / -8.0 eV. As for the LUMO energy (spin up / spin down): -0.180 / -0.229 eV.

Geometry as XYZ:
```
11
C5H6 (the ωB97M-V functional and the def2-TZVPD basis)
C 2.15915 0.47019 -0.35471
C 0.93350 0.19876 0.07188
C 3.09902 -0.53747 -0.12805
C -0.20021 -0.14568 0.59766
C -1.39127 0.02266 -0.29542
H 2.55870 1.50958 -0.46050
H 2.90521 -1.55878 -0.08546
H -0.15336 -0.14149 1.64316
H -0.89766 -0.11151 -1.27928
H -1.84311 0.97218 -0.10697
H -2.12120 -0.72344 -0.14169
```

***

Short version: b is the most stable of them.